1.
114
Properties=species:S:1:pos:R:3:forces:R:3:lowdin_spin:R:1 method="wB97M-V/def2-TZVPD" orbital_gap_ev="5.0665 / 7.3805" total_charge=+1 multiplicity=3 homo_energy_ha="-0.2980 / -0.3868"
Ti 0.7480 -1.7262 0.6851 -0.1 0.5 -3.0 1.046
N 2.9472 -1.2426 0.6738 0.2 0.0 0.5 0.008
C 3.4125 -1.5613 2.0171 -0.2 0.0 0.0 -0.002
C 4.7274 -1.5323 2.3520 0.3 0.0 0.1 0.006
C 5.1441 -1.8248 3.6712 0.1 0.1 -0.1 -0.005
C 4.2278 -2.1486 4.6235 0.0 0.0 0.2 0.005
C 2.8513 -2.1883 4.3048 0.1 0.0 -0.1 0.000
C 1.8564 -2.5185 5.2457 0.1 0.0 0.3 0.032
C 0.5494 -2.4937 4.8717 -0.4 0.0 0.1 -0.002
C 0.2147 -2.1438 3.5547 0.1 0.1 0.2 0.036
N 1.1146 -1.8445 2.6406 0.8 -0.4 2.1 -0.004
C 2.4393 -1.8761 2.9954 0.1 0.0 0.1 0.013
H 3.1954 -0.2809 0.4850 0.1 0.3 -0.1 0.001
H 3.4569 -1.8127 0.0070 -0.1 -0.2 -0.2 0.003
H 5.4601 -1.2775 1.5948 0.0 0.0 0.0 0.000
H 6.1973 -1.7838 3.9222 -0.1 0.0 -0.1 0.000
H 4.5395 -2.3707 5.6394 0.0 0.0 -0.1 0.000
H 2.1417 -2.7867 6.2607 0.0 0.1 -0.2 0.002
H -0.2400 -2.7363 5.5718 0.0 0.0 -0.1 -0.001
H -0.8185 -2.1089 3.2479 -0.1 0.0 -0.1 0.001
O 1.1553 -4.3195 1.4861 -0.1 0.1 0.2 0.032
N 1.3740 -3.5799 0.2843 0.2 -0.7 0.3 0.158
C 2.1658 -4.2354 -0.5803 -0.1 0.3 0.0 0.282
C 2.4543 -3.8537 -1.9280 -0.1 0.1 0.2 0.033
C 3.3610 -4.6884 -2.6262 0.1 -0.1 0.0 0.067
C 3.6654 -4.4802 -3.9470 0.1 -0.1 -0.1 0.000
C 3.0714 -3.4257 -4.6466 0.0 0.1 -0.1 0.087
C 2.1888 -2.5939 -3.9866 0.0 0.0 0.1 -0.002
C 1.8749 -2.7683 -2.6311 0.0 0.1 0.0 0.091
P 0.6320 -1.6431 -1.8835 0.6 -0.2 -0.9 0.030
C 1.1112 -0.0630 -2.6934 0.0 0.0 0.1 0.007
C 2.3965 0.4068 -2.4040 0.0 0.1 -0.1 0.002
C 2.8434 1.6237 -2.9002 0.0 -0.1 0.0 0.000
C 1.9981 2.4030 -3.6866 0.0 0.0 0.0 0.000
C 0.7291 1.9383 -3.9938 0.0 0.0 0.0 0.000
C 0.2922 0.7087 -3.5053 -0.1 0.0 -0.1 0.000
C -0.9168 -2.2575 -2.6233 -0.1 -0.1 0.1 0.006
C -1.0042 -3.6067 -2.9712 -0.1 0.1 -0.1 0.000
C -2.1972 -4.1280 -3.4538 0.0 -0.1 0.0 0.000
C -3.3143 -3.3155 -3.5898 0.0 0.0 0.0 -0.001
C -3.2414 -1.9801 -3.2199 0.0 0.0 0.0 0.001
C -2.0531 -1.4600 -2.7286 -0.1 -0.1 0.0 0.000
H 1.5212 -5.2025 1.3886 0.1 -0.3 -0.2 0.005
H 2.6024 -5.1671 -0.2400 0.1 -0.1 0.0 0.020
H 3.8160 -5.5193 -2.0951 -0.1 0.1 0.0 0.002
H 4.3581 -5.1453 -4.4515 -0.1 0.1 0.1 -0.002
H 3.2946 -3.2654 -5.6956 0.0 0.0 0.1 0.005
H 1.7199 -1.7832 -4.5317 0.0 0.0 0.0 -0.002
H 3.0723 -0.2114 -1.8258 0.1 0.0 0.0 0.001
H 3.8527 1.9595 -2.6869 -0.1 0.0 0.0 0.000
H 2.3388 3.3581 -4.0716 0.0 -0.1 0.0 0.000
H 0.0680 2.5288 -4.6195 0.0 -0.1 0.0 0.000
H -0.6881 0.3482 -3.7851 0.0 0.1 0.0 0.000
H -0.1448 -4.2555 -2.8712 0.0 0.0 0.0 0.000
H -2.2500 -5.1777 -3.7258 0.0 0.1 0.0 0.000
H -4.2411 -3.7256 -3.9735 0.0 0.0 0.0 0.000
H -4.1174 -1.3426 -3.2893 0.1 -0.1 0.0 0.000
H -2.0186 -0.4335 -2.4004 -0.1 0.1 0.1 0.000
C -0.7858 3.2195 -0.3397 0.2 -0.1 0.2 0.000
C 0.5662 2.5837 0.0280 -0.6 -0.2 -0.4 -0.002
As 0.5157 0.9476 1.1336 0.0 1.0 0.6 0.013
C 2.0971 1.4387 2.1928 0.1 -0.1 0.0 0.002
C 3.2266 1.9372 1.5430 0.1 0.0 0.1 0.000
C 4.3771 2.2526 2.2583 0.0 0.0 0.0 0.000
C 4.4068 2.0764 3.6364 0.0 0.0 0.0 0.000
C 3.2842 1.5846 4.2928 0.0 0.0 0.0 0.000
C 2.1379 1.2641 3.5748 0.1 0.0 -0.1 0.000
C -0.8317 1.4798 2.4233 -0.1 -0.1 0.0 0.005
C -0.7584 2.7294 3.0350 0.0 0.0 0.1 0.001
C -1.7272 3.1190 3.9444 0.0 0.0 0.0 0.000
C -2.7745 2.2575 4.2577 0.0 0.0 0.0 0.000
C -2.8536 1.0123 3.6522 0.0 0.1 0.0 0.000
C -1.8869 0.6277 2.7284 0.0 0.1 0.0 0.000
As -2.0783 1.9474 -1.1196 0.0 -0.1 0.0 0.000
C -2.8141 3.0439 -2.5569 0.1 0.1 0.0 0.000
C -2.8262 4.4368 -2.5322 0.0 0.0 -0.1 0.000
C -3.4094 5.1541 -3.5697 0.0 0.0 0.0 0.000
C -3.9860 4.4864 -4.6431 0.0 0.0 0.0 0.000
C -3.9779 3.0977 -4.6759 0.0 0.0 0.0 0.000
C -3.3924 2.3825 -3.6374 0.0 0.0 0.0 0.000
C -3.6181 2.0571 0.0785 0.0 0.0 0.1 0.000
C -4.0883 3.2399 0.6449 0.0 -0.1 0.0 0.000
C -5.2437 3.2355 1.4168 0.0 0.0 0.0 0.000
C -5.9459 2.0506 1.6172 0.1 0.0 0.0 0.000
C -5.4809 0.8675 1.0585 0.1 0.1 0.0 0.000
C -4.3155 0.8704 0.2985 0.0 0.1 0.0 0.000
H -0.5846 3.9973 -1.0750 -0.1 0.0 0.0 0.000
H -1.2484 3.6866 0.5279 0.0 0.0 0.1 0.000
H 1.1677 3.2870 0.5882 0.1 0.2 0.1 0.000
H 1.1117 2.3138 -0.8748 0.0 0.0 -0.1 0.000
H 3.2108 2.1053 0.4718 0.0 0.0 -0.1 0.000
H 5.2438 2.6516 1.7405 -0.1 0.0 0.0 0.000
H 5.3001 2.3302 4.1975 -0.1 0.0 0.0 0.000
H 3.2980 1.4549 5.3720 0.0 0.0 -0.2 0.000
H 1.2624 0.8943 4.0959 0.0 0.0 0.0 0.000
H 0.0648 3.3963 2.8125 0.0 0.1 0.0 0.000
H -1.6687 4.0964 4.4096 0.0 -0.1 0.0 0.000
H -3.5345 2.5653 4.9670 0.1 0.0 0.0 0.000
H -3.6775 0.3464 3.8809 0.0 0.0 0.0 0.000
H -1.9790 -0.3157 2.2110 0.0 -0.1 -0.1 0.000
H -2.3861 4.9776 -1.7019 0.0 0.0 0.0 0.000
H -3.4174 6.2371 -3.5358 0.0 0.0 0.0 0.000
H -4.4404 5.0475 -5.4517 0.0 0.0 0.1 0.000
H -4.4288 2.5685 -5.5081 0.0 0.0 0.0 0.000
H -3.3969 1.2968 -3.6713 0.0 0.0 0.0 0.000
H -3.5653 4.1767 0.4797 0.0 0.0 0.0 0.000
H -5.6044 4.1607 1.8527 0.0 -0.1 0.0 0.000
H -6.8552 2.0541 2.2079 0.1 0.0 0.0 0.000
H -6.0182 -0.0611 1.2090 0.0 0.0 0.0 0.000
H -3.9515 -0.0638 -0.1162 0.0 0.0 0.0 0.000
O -2.9918 -3.0460 0.1244 0.2 0.3 0.0 0.000
C -1.9531 -3.0394 0.7211 -0.1 0.6 -0.4 0.003
O -1.0499 -2.0408 0.7014 -1.8 -0.6 0.3 0.013
H -1.6600 -3.8666 1.3620 0.3 -0.3 0.3 0.000

=====

2.
119
Properties=species:S:1:pos:R:3:forces:R:3:lowdin_spin:R:1 method="wB97M-V/def2-TZVPD" orbital_gap_ev="6.5264 / 7.0310" relative_energy_kcal_mol=33.1 total_charge=+1 multiplicity=4 homo_energy_ha="-0.3359 / -0.3602"
V 0.9002 -0.9134 -1.0109 -2.8 -1.8 -1.7 2.578
O -2.4082 -1.4273 -0.7008 -0.4 0.1 -0.6 0.008
S -1.6807 -1.1399 0.5935 -1.7 -0.8 1.6 0.037
C -1.8468 -2.6646 1.5188 0.2 0.3 -0.2 0.003
C -2.9721 -3.4432 1.3947 0.1 0.2 -0.2 0.000
C -3.2361 -4.5082 2.2711 0.0 -0.1 0.2 0.000
C -2.3887 -4.7047 3.3312 0.0 0.3 -0.1 0.000
C -2.4383 -5.6370 4.5042 -0.2 -0.2 0.1 0.000
C -1.2193 -5.2562 5.3809 0.0 -0.1 0.3 0.000
C -0.5098 -4.1785 4.6171 0.2 0.2 -0.2 0.000
C 0.6232 -3.4461 4.8637 -0.2 -0.2 0.1 0.000
C 1.0739 -2.5606 3.8718 -0.2 0.2 -0.3 -0.001
C 0.3926 -2.3142 2.6904 0.1 -0.1 -0.1 0.001
P 1.2753 -1.3800 1.3504 0.5 -0.2 1.6 0.038
C 1.4044 0.1697 2.3335 0.1 0.0 -0.2 0.005
C 0.3133 1.0331 2.2783 0.0 -0.1 -0.1 0.002
C 0.2557 2.1535 3.0836 0.0 0.0 0.0 0.001
C 1.3162 2.4557 3.9182 0.0 0.1 0.1 -0.001
C 2.4175 1.6195 3.9641 0.0 0.0 0.1 0.001
C 2.4558 0.4668 3.1966 0.0 0.0 -0.1 0.000
C 2.9034 -2.1901 1.5128 0.1 0.1 -0.1 0.006
C 4.1011 -1.4944 1.3556 -0.2 -0.1 0.1 0.001
C 5.3124 -2.1533 1.4943 0.0 0.0 0.1 0.000
C 5.3401 -3.5103 1.7689 0.0 0.1 0.0 0.001
C 4.1536 -4.2246 1.8438 0.0 0.0 -0.1 0.000
C 2.9421 -3.5736 1.6994 0.0 0.1 0.1 0.001
C -0.8698 -2.9292 2.5048 0.1 -0.2 0.3 0.001
C -1.2342 -3.9093 3.4439 0.0 0.2 -0.1 0.000
C -2.9584 -0.1651 1.4067 0.3 -0.1 0.2 0.007
C -3.6110 -0.5688 2.5456 0.2 -0.1 -0.1 0.004
C -4.7144 0.1269 3.0685 -0.2 0.3 0.0 0.000
C -5.1567 1.2426 2.4119 0.3 -0.3 0.0 0.003
C -6.3157 2.1617 2.6577 -0.2 0.0 0.2 0.000
C -6.1948 3.2607 1.5751 -0.2 0.2 0.0 0.000
C -5.0119 2.8582 0.7443 0.3 -0.1 -0.2 0.000
C -4.4315 3.4119 -0.3655 -0.2 0.0 0.2 0.000
C -3.2838 2.8043 -0.8919 0.1 -0.2 0.0 0.000
C -2.7077 1.6581 -0.3722 0.1 0.0 -0.1 -0.001
P -1.1079 1.1281 -1.1400 -0.2 1.0 -0.6 0.005
C -0.1574 2.6697 -0.8674 0.1 -0.2 0.0 0.003
C -0.4335 3.5490 0.1719 -0.1 -0.1 -0.1 0.000
C 0.3921 4.6316 0.4082 0.1 0.2 0.0 0.001
C 1.5044 4.8496 -0.3843 0.1 0.1 0.1 0.000
C 1.8043 3.9666 -1.4095 0.0 0.0 -0.1 0.001
C 0.9783 2.8848 -1.6468 0.0 0.1 0.0 0.001
C -1.6438 1.3227 -2.8885 0.1 -0.1 0.0 0.000
C -1.3770 2.4472 -3.6638 -0.1 -0.1 0.2 -0.001
C -1.8365 2.5173 -4.9683 0.0 0.1 -0.1 0.000
C -2.5565 1.4686 -5.5125 0.0 0.1 -0.1 0.000
C -2.8322 0.3501 -4.7445 0.0 0.0 0.0 0.000
C -2.3791 0.2777 -3.4407 0.0 0.0 0.1 0.000
C -3.3192 1.0370 0.7460 -0.2 0.3 0.0 0.001
C -4.4496 1.6873 1.2797 0.2 -0.1 -0.1 0.000
H -3.6816 -3.1967 0.6168 -0.1 0.0 -0.1 0.000
H -4.1220 -5.1040 2.1223 -0.1 -0.1 0.0 0.000
H -2.3802 -6.6725 4.1666 0.0 0.0 0.0 0.000
H -3.3748 -5.5304 5.0515 0.0 0.0 0.0 0.000
H -0.5645 -6.1114 5.5516 0.0 0.0 0.1 0.000
H -1.5321 -4.8825 6.3578 0.0 -0.1 0.0 0.000
H 1.1945 -3.5510 5.7748 0.0 -0.1 0.1 0.000
H 2.0147 -2.0534 4.0379 0.1 -0.1 0.0 0.000
H -0.5051 0.8233 1.6002 0.1 0.1 0.1 0.001
H -0.6187 2.7847 3.0664 -0.1 0.1 0.0 0.000
H 1.2844 3.3441 4.5282 0.0 0.1 0.1 0.000
H 3.2446 1.8580 4.6166 0.1 0.0 0.1 0.000
H 3.3085 -0.1952 3.2701 0.0 0.0 0.0 0.000
H 4.0882 -0.4377 1.1253 0.1 0.0 0.1 0.000
H 6.2331 -1.6001 1.3752 0.1 0.0 0.0 0.000
H 6.2819 -4.0168 1.9076 0.1 -0.1 0.0 0.000
H 4.1833 -5.2906 2.0070 -0.1 -0.1 0.0 0.000
H 2.0191 -4.1398 1.7577 0.1 0.0 0.0 0.000
H -3.2887 -1.4619 3.0580 0.0 -0.1 0.0 0.000
H -5.2025 -0.2548 3.9509 -0.1 0.0 0.1 0.000
H -6.2846 2.5737 3.6673 0.0 0.0 0.0 0.000
H -7.2567 1.6174 2.5598 0.0 0.0 0.1 0.000
H -6.0334 4.2457 2.0173 0.0 0.0 0.0 0.000
H -7.0980 3.3250 0.9670 0.0 0.1 0.0 0.000
H -4.8210 4.3049 -0.8310 -0.1 0.1 0.0 0.000
H -2.8150 3.2704 -1.7483 0.0 0.0 0.0 0.000
H -1.3004 3.3925 0.7967 0.0 0.0 0.0 0.000
H 0.1549 5.3144 1.2110 0.0 0.1 0.1 0.000
H 2.1386 5.7050 -0.2044 0.1 0.1 0.0 0.000
H 2.6857 4.1158 -2.0194 0.0 0.1 -0.1 0.000
H 1.2092 2.1928 -2.4458 0.0 0.0 0.0 0.000
H -0.8119 3.2751 -3.2567 0.0 0.0 0.0 0.000
H -1.6303 3.3975 -5.5587 0.0 0.1 -0.1 0.000
H -2.9181 1.5316 -6.5262 0.0 0.0 -0.2 0.000
H -3.4062 -0.4643 -5.1585 -0.1 -0.1 -0.1 0.000
H -2.6160 -0.5873 -2.8384 0.0 0.0 0.0 0.000
I -0.9213 -2.8469 -1.8702 0.0 -1.4 -1.0 0.017
I 0.4261 -4.7181 -3.4329 -0.1 0.3 0.3 0.028
N 5.0744 2.0195 -2.0821 0.1 0.2 0.3 0.009
C 4.8570 2.4034 -0.7983 0.1 -0.2 -0.5 0.022
N 5.7098 3.2810 -0.2402 -0.1 -0.1 -0.2 0.012
N 3.8435 1.9933 -0.0832 0.6 0.7 0.8 0.043
C 2.9444 1.1542 -0.4199 -0.9 -0.8 -0.1 0.105
N 2.0478 0.4112 -0.5357 3.2 3.2 0.5 -0.008
H 5.9965 2.1599 -2.4643 0.0 0.0 0.0 0.001
H 4.6187 1.1623 -2.3785 0.0 -0.1 0.1 0.001
H 6.4513 3.6975 -0.7731 0.0 0.0 0.0 0.001
H 5.5144 3.6381 0.6785 -0.1 -0.1 0.0 0.001
I 4.4221 -1.5622 -2.0591 0.4 -0.2 0.0 0.027
C 2.3880 -2.2068 -1.6838 0.3 -0.4 0.0 -0.005
H 2.5205 -3.1036 -1.0714 0.2 0.0 -0.2 0.006
H 2.0992 -2.5251 -2.6872 0.1 -0.2 0.1 0.004
O 0.7073 -0.2664 -3.0802 -0.7 0.0 0.9 0.019
S 1.8945 -0.1710 -3.9886 0.4 0.4 -1.4 0.006
C 1.5880 1.3465 -4.9912 0.2 -0.2 0.1 0.001
C 1.6903 0.9438 -6.4489 -0.1 -0.1 -0.1 0.000
C 0.9785 -0.4022 -6.5415 0.0 0.1 -0.1 0.000
C 1.5431 -1.2646 -5.4248 0.1 0.2 0.1 0.002
H 2.3068 2.1142 -4.7125 0.0 0.0 0.2 0.000
H 0.5753 1.6559 -4.7319 0.1 -0.1 0.0 0.000
H 2.7382 0.8517 -6.7465 0.0 0.0 -0.1 0.000
H 1.2199 1.6920 -7.0891 0.1 0.0 0.0 0.000
H 1.1343 -0.8804 -7.5080 -0.1 0.0 0.0 0.000
H -0.0953 -0.2567 -6.3971 0.0 0.0 0.0 0.000
H 2.5038 -1.7020 -5.6950 0.1 -0.1 0.0 0.000
H 0.8667 -2.0568 -5.1110 0.1 0.0 0.3 0.000